This record from the OMol25 dataset describes a molecular structure, H16IO8. The level of theory is the ωB97M-V functional and the def2-TZVPD basis.

XYZ file:
```
25
Properties=species:S:1:pos:R:3:forces:R:3
I -6.68508 -7.51136 13.40626 1.833 6.014 -2.910
O -4.32302 -7.31459 14.50737 3.738 -0.130 1.453
H -5.11133 -7.36133 13.96644 3.047 0.281 0.692
H -4.64287 -7.39976 15.40552 0.092 -0.060 0.281
O -5.97748 -5.13638 14.68080 0.321 2.467 0.971
H -6.25857 -5.11309 15.59550 -0.090 0.123 0.281
H -6.12556 -6.04162 14.40721 0.208 1.059 0.665
O -9.09908 -8.77992 13.20030 -2.873 -1.630 -0.038
H -8.32068 -8.28215 13.45040 -1.666 -0.943 0.019
H -9.08563 -8.78158 12.24320 -0.203 -0.077 0.291
O -7.28996 -8.63530 11.14853 -3.195 -0.616 -4.977
H -7.23122 -7.93322 11.79649 -0.958 0.543 -2.348
H -8.20288 -8.62085 10.86111 -0.109 0.237 -0.673
O -5.71632 -9.72315 12.07985 2.637 -2.236 -0.134
H -4.82884 -9.47888 12.34242 0.415 -0.295 0.371
H -6.21677 -8.90937 12.13940 1.394 -2.101 -0.665
O -8.69812 -6.23268 11.95849 -1.789 1.351 -1.776
H -9.38662 -5.97287 12.57063 -0.234 0.011 0.133
H -8.06408 -6.70595 12.49722 -0.921 1.066 -0.245
O -6.02368 -9.80000 14.70962 0.975 -2.557 2.482
H -6.77195 -10.32594 14.42728 -0.149 -0.179 -0.300
H -6.17058 -8.94131 14.31301 0.700 -1.649 0.576
O -7.97511 -8.16776 15.61411 -1.985 -0.327 3.310
H -7.27837 -8.74852 15.91987 0.208 -0.361 0.059
H -7.62736 -7.77709 14.81244 -1.394 0.008 2.483
```
Positions in Å, forces in eV/Å.

## Properties
energy	-908.87096	Eh
ΔE to the lowest compared entry with this formula, charge and spin	13.151	eV
highest occupied orbital energy	-5.6	eV
HOMO-LUMO gap	0.32396	Eh
net charge	-1